No. 1
55
Properties=species:S:1:pos:R:3 method="wB97M-V/def2-TZVPD" homo_energy_ev=-7.30 orbital_gap_ev=7.49 energy_ha=-3119.8792
Pd 0.6739 -0.0620 -0.2606
Cl -3.2706 6.3397 -0.9029
C -1.9738 5.1782 -0.9520
C -1.0464 5.2417 -2.0115
C -0.0154 4.3543 -2.0731
Cl 1.1419 4.4659 -3.3565
C 0.1821 3.3069 -1.0955
O 1.1629 2.5259 -1.1518
C -0.8018 3.2760 -0.0468
C -0.7448 2.3328 1.0209
O -0.0571 1.3100 1.1564
C -1.8454 4.2295 0.0127
H -1.1477 6.0072 -2.7688
H -1.4346 2.5532 1.8528
H -2.5541 4.1853 0.8314
N 3.3340 2.2680 0.7585
C 3.7070 1.0108 0.4476
N 2.8707 0.1194 -0.0062
C 3.4930 -1.0809 -0.2761
C 4.8120 -1.1284 0.0126
S 5.3251 0.4007 0.6359
C 2.6708 -2.0979 -0.9314
C 3.0086 -3.3547 -1.2825
S 1.7360 -4.0777 -2.1982
C 0.7987 -2.6291 -2.0361
N 1.3955 -1.7007 -1.3282
N -0.3962 -2.4931 -2.6491
H 2.4977 2.5505 0.2327
H 4.0604 2.9577 0.8466
H 5.5082 -1.9355 -0.1356
H 3.9310 -3.8754 -1.0936
H -0.8684 -3.3345 -2.9348
H -0.9998 -1.7622 -2.2875
C 0.6829 -2.5901 2.9350
N -0.3553 -1.8302 2.2715
C -1.4133 -1.4599 3.1883
C -0.8598 -2.5426 1.1093
C -1.7422 -1.6774 0.2415
C -3.1019 -1.9538 0.1336
C -3.9353 -1.1784 -0.6617
C -3.4072 -0.0967 -1.3501
C -2.0527 0.2015 -1.2326
C -1.2085 -0.5818 -0.4442
H 1.0783 -2.0164 3.7736
H 1.5007 -2.7829 2.2373
H 0.3213 -3.5595 3.3216
H -0.9912 -0.9044 4.0257
H -1.9479 -2.3398 3.5893
H -2.1361 -0.8196 2.6834
H -1.4108 -3.4580 1.3958
H 0.0170 -2.8604 0.5387
H -3.5094 -2.7977 0.6805
H -4.9891 -1.4146 -0.7358
H -4.0450 0.5226 -1.9686
H -1.6483 1.0585 -1.7617

No. 2
59
Properties=species:S:1:pos:R:3 method="wB97M-V/def2-TZVPD" homo_energy_ev="-10.52 / -10.11" orbital_gap_ev="6.50 / 5.31" energy_ha=-5283.8016 multiplicity=6 total_charge=+1 s2=9.03
Mn 0.6309 -0.4589 0.1711
C 0.5088 -4.9814 -5.8691
C -0.8608 -4.6061 -5.3380
C -1.7449 -3.9734 -6.4018
C -3.1641 -3.8585 -5.8679
C -3.1759 -3.2036 -4.5093
C -4.3263 -2.6268 -4.0258
C -4.3342 -1.9787 -2.7916
F -5.4866 -1.4328 -2.3742
C -3.2122 -1.8624 -2.0288
C -2.0204 -2.4274 -2.5063
C -0.7895 -2.2261 -1.7741
O -0.7923 -1.6945 -0.6208
C 0.4018 -2.6495 -2.3979
C 0.3354 -3.3912 -3.5444
N -0.8083 -3.6809 -4.1765
C -2.0011 -3.1210 -3.7272
C 1.7392 -2.2144 -1.8455
O 2.7033 -2.9530 -1.9017
O 1.7021 -1.0010 -1.4002
H 0.3656 -5.6340 -6.7290
H 1.1047 -5.5302 -5.1408
H 1.0676 -4.1053 -6.2021
H -1.3582 -5.5127 -4.9772
H -1.7241 -4.5851 -7.3032
H -1.3489 -2.9867 -6.6575
H -3.6072 -4.8557 -5.7933
H -3.7906 -3.2799 -6.5469
H -5.2382 -2.6509 -4.6093
H -3.2121 -1.3288 -1.0897
H 1.2502 -3.7804 -3.9643
Cl -1.9539 2.4421 -1.9646
C -1.3837 2.6728 -0.3487
C -0.4348 1.7935 0.1170
C 0.0799 1.9858 1.4149
Cl 1.5115 1.2018 1.9962
C -0.6793 2.8209 2.0901
Cl 0.4439 2.4587 4.3685
C -1.5478 3.8213 1.7544
Cl -2.1033 4.9845 2.8687
C -1.9266 3.7374 0.4155
Cl -3.0206 4.8619 -0.2435
N 2.6377 2.4266 1.9541
C 1.1181 1.0614 3.6119
P 2.9669 -0.4099 1.8498
O 3.9445 -0.1263 0.7693
O 2.0407 -1.6003 1.6553
C 4.0858 -0.9541 3.2235
N 4.8985 -1.9687 2.4486
H 2.8683 3.2831 1.4424
H 3.3232 2.6398 2.6672
H 1.6798 1.0763 0.6849
H 0.7528 0.1631 1.9203
H 1.1035 0.2426 4.3130
H 3.5916 -1.4529 4.0516
H 4.7632 -0.1768 3.5647
H 5.7460 -2.2815 2.9159
H 5.0839 -1.5063 1.5309
H 4.2970 -2.7609 2.2003

No. 3
51
Properties=species:S:1:pos:R:3 method="wB97M-V/def2-TZVPD" homo_energy_ev=-8.01 orbital_gap_ev=8.38 energy_ha=-1439.8394
O -1.9462 -3.2460 2.1777
C -1.3946 -2.8102 1.0580
N -1.9937 -1.7489 0.3016
H -1.6523 -1.4896 -0.5176
C -3.3167 -1.3226 0.6127
H -3.7197 -1.7119 1.7418
C -3.1125 0.2152 1.0856
N -3.0890 0.8086 -0.5829
C -2.9411 2.2378 -0.7336
C -1.4388 2.5379 -0.2747
C -0.4810 2.0608 -0.7916
C 0.7787 2.2459 -0.5627
C 1.1734 2.9901 0.3227
C 0.1280 3.9891 1.0130
C -1.2117 3.5892 0.5026
H -2.0841 4.1411 1.1881
H 0.3460 4.5374 1.7264
H 2.1325 3.3459 0.7928
H 1.8001 1.6868 -0.9521
H -0.6701 1.1150 -1.3921
H -3.6567 2.7962 -0.1342
H -3.1764 2.5348 -1.5411
C -4.3104 0.3541 -0.9341
H -4.3104 0.2420 -1.9060
C -4.4207 -0.9776 -0.5794
H -5.3247 -1.2802 0.0770
H -4.2141 -2.1337 -1.0507
H -5.1358 1.0251 -0.7503
H -2.1169 0.4824 1.4631
H -3.7476 0.8023 1.6173
C -0.2457 -3.1374 0.4130
N 0.0815 -4.5257 0.3201
O 1.3622 -4.5184 -0.1052
C 1.7066 -3.4484 -0.4811
C 0.7196 -2.4953 -0.1156
H 0.7979 -1.1617 -0.1936
C 3.0963 -3.1807 -1.2814
O 3.3401 -1.8690 -1.3171
C 3.6718 -0.8400 -0.7186
C 3.6256 -0.7859 0.7542
C 4.1868 0.1204 1.5592
C 4.2985 1.4340 0.9751
C 4.3134 1.3917 -0.6161
C 3.9877 0.1758 -1.3353
H 3.8960 0.4006 -2.5113
H 4.8312 2.2882 -1.1569
F 4.8739 2.3357 1.4939
H 4.2607 -0.0082 2.5132
F 3.4673 -1.9417 1.2520
H 3.7174 -3.4791 -0.3744
H 3.1178 -3.7720 -2.0515

No. 4
55
Properties=species:S:1:pos:R:3 method="wB97M-V/def2-TZVPD" homo_energy_ev="-10.15 / -10.84" orbital_gap_ev="5.40 / 4.67" energy_ha=-3137.7570 multiplicity=5 total_charge=+1 s2=6.08
Pt 1.1841 1.2391 0.0456
Te 2.2999 0.1469 2.1153
Te 4.5325 -1.3260 3.5810
Te 5.2464 1.2140 2.7765
Te 3.7921 1.7757 0.2929
F 0.2948 4.3852 -5.4560
C 0.3070 4.1787 -4.0973
F 1.2822 4.9675 -3.5925
F -0.8916 4.7045 -3.6333
C 0.5860 2.7865 -3.6554
C 1.1049 1.8516 -4.5388
C 1.3666 0.5185 -4.1252
C 1.3845 0.2440 -2.7732
N 1.0021 1.1993 -1.9364
C 0.5998 2.4345 -2.2791
S 0.2343 3.3702 -0.8732
H 1.3761 2.0954 -5.5743
H 1.5299 -0.2281 -4.8493
H 1.7894 -0.6482 -2.2055
C 1.8337 -4.1299 -0.3221
C 3.1341 -4.2039 0.4555
C 3.7234 -5.6210 0.2150
O 3.1677 -5.9538 -1.0637
C 2.2889 -4.9196 -1.5609
H 1.4095 -3.1164 -0.4867
H 1.0318 -4.7165 0.2578
H 3.0708 -3.8003 1.5212
H 3.8567 -3.5166 0.0180
H 3.3077 -6.4168 0.8972
H 4.8061 -5.6814 0.2254
H 1.4785 -5.3570 -2.1497
H 2.8419 -4.2325 -2.2425
Te -1.0426 -0.5321 0.9710
C -2.4910 0.8828 0.1375
C -3.3912 0.4204 -0.7901
C -4.3187 1.3859 -1.2442
C -4.3388 2.7359 -0.8414
C -3.3680 3.1358 0.0771
C -2.5086 2.1868 0.6781
C -1.6587 0.1159 2.9466
C -3.0336 -0.0147 3.2428
C -3.5211 0.2015 4.5306
C -2.6611 0.7563 5.4967
C -1.3187 0.9672 5.1423
C -0.7950 0.6197 3.8895
H -3.4920 -0.6548 -1.0413
H -5.0386 1.0881 -2.0115
H -5.0071 3.4721 -1.2914
H -3.4252 4.1689 0.4626
H -1.8484 2.5303 1.4580
H -3.7056 -0.3368 2.4344
H -4.5927 -0.0073 4.7472
H -3.0110 1.2454 6.4517
H -0.6533 1.5159 5.8352
H 0.2492 0.8732 3.7318

No. 5
52
Properties=species:S:1:pos:R:3 method="wB97M-V/def2-TZVPD" homo_energy_ev=-8.32 orbital_gap_ev=8.41 energy_ha=-1834.7131 smiles="COc1ccc(CNS(=O)(=O)c2ccc(F)c(C(=O)Nc3ccccc3OC)c2)cc1"
C 1.7747 1.0066 2.9723
H 1.3979 1.7551 3.6767
O 0.7843 0.0640 2.6382
C -0.3462 0.4954 2.0177
C -0.6170 1.8170 1.6823
C -1.7944 2.1358 1.0265
C -2.7123 1.1586 0.6732
C -2.4410 -0.1594 1.0306
C -1.2825 -0.4898 1.6979
H -1.0670 -1.5103 1.9707
H -3.1447 -0.9363 0.7742
C -3.9734 1.5010 -0.0839
N -3.7996 2.4432 -1.1664
S -3.0935 1.8966 -2.5688
O -3.1255 2.9993 -3.4815
O -3.7221 0.6628 -2.9147
C -1.3797 1.5973 -2.1153
C -0.9906 0.3496 -1.6865
C 0.2936 0.1276 -1.1869
C 1.1601 1.2181 -1.1903
C 0.7887 2.4675 -1.6600
C -0.5020 2.6643 -2.1147
H -0.8345 3.6215 -2.4833
H 1.5144 3.2658 -1.6534
F 2.4276 1.1044 -0.7283
C 0.5616 -1.2704 -0.6908
O -0.1961 -2.1692 -0.9975
N 1.6408 -1.4125 0.1115
C 2.0575 -2.5551 0.7992
C 1.3725 -3.7599 0.7956
C 1.8559 -4.8382 1.5191
C 3.0227 -4.7193 2.2466
C 3.7207 -3.5199 2.2597
C 3.2490 -2.4343 1.5429
O 3.8586 -1.2058 1.4879
C 5.0809 -1.0338 2.1602
H 5.8462 -1.7189 1.7828
H 5.3856 -0.0080 1.9573
H 4.9711 -1.1726 3.2408
H 4.6312 -3.4474 2.8331
H 3.4039 -5.5571 2.8104
H 1.3146 -5.7714 1.5085
H 0.4662 -3.8457 0.2208
H 2.2432 -0.6235 0.2981
H -1.6804 -0.4789 -1.7318
H -3.4659 3.3564 -0.9055
H -4.3823 0.6019 -0.5486
H -4.7257 1.9104 0.6003
H -1.9863 3.1722 0.7856
H 0.0753 2.6073 1.9267
H 2.1717 1.5090 2.0845
H 2.5717 0.4370 3.4456

No. 6
55
Properties=species:S:1:pos:R:3 method="wB97M-V/def2-TZVPD" homo_energy_ev="-2.34 / -2.23" orbital_gap_ev="6.45 / 6.34" energy_ha=-2285.4594 total_charge=-2
Rh -0.0570 0.8372 -0.1319
O -0.8395 0.1961 2.1013
N -0.9781 1.2241 2.9023
C -0.9735 0.9962 4.2598
C -1.0528 2.0229 5.1580
C -1.1459 3.3423 4.7142
C -1.2047 3.5569 3.3250
C -1.1301 2.5079 2.4361
S -1.2685 2.7881 0.7391
H -0.8932 -0.0422 4.5403
H -1.0431 1.7960 6.2148
H -1.2002 4.1732 5.4005
H -1.3267 4.5488 2.9201
O -6.2691 -1.2534 -2.8604
C -5.3971 -2.0571 -2.5308
O -5.3735 -3.2912 -2.5558
C -4.0896 -1.4037 -1.9678
C -3.4759 -1.9117 -0.8082
C -2.3141 -1.3373 -0.3465
N -1.7170 -0.3149 -0.9626
C -2.3022 0.1866 -2.0761
C -3.4870 -0.3293 -2.5909
C -1.5841 1.3336 -2.7722
O -2.0105 1.7431 -3.8527
O -0.5619 1.7700 -2.1675
H -3.9113 -2.7437 -0.2780
H -1.8372 -1.6907 0.5587
H -3.8941 0.1369 -3.4761
C 3.3318 -0.5916 0.7716
Si 1.5118 -0.9230 0.1239
C 1.1277 -2.4813 1.2280
C 1.8626 -1.5018 -1.6923
C 1.7443 -0.6061 -2.7531
C 2.0234 -0.9999 -4.0496
C 2.4368 -2.2968 -4.3140
C 2.5393 -3.2047 -3.2746
C 2.2536 -2.8037 -1.9821
H 3.9221 -1.5067 0.7950
H 3.2990 -0.1931 1.7812
H 3.8478 0.1291 0.1452
H 1.7913 -3.3095 0.9921
H 0.1045 -2.8160 1.1153
H 1.2819 -2.2318 2.2717
H 1.4184 0.4088 -2.5658
H 1.9165 -0.3003 -4.8675
H 2.6717 -2.6104 -5.3239
H 2.8429 -4.2268 -3.4756
H 2.3336 -3.5180 -1.1762
C 2.6886 2.9388 2.1150
O 1.6494 2.0909 1.6594
C 1.5470 1.9104 0.3129
O 2.3503 2.4044 -0.4455
H 2.6896 2.8753 3.2011
H 2.5030 3.9696 1.8064
H 3.6489 2.6093 1.7090

No. 7
49
Properties=species:S:1:pos:R:3 method="wB97M-V/def2-TZVPD" homo_energy_ev=-8.44 orbital_gap_ev=8.45 energy_ha=-1240.8249 smiles="CC(=O)Nc1ccc(/C=C/C(=O)N2CC(c3oc4ccccc4c3C)C2)cn1"
O -3.0302 2.3002 -0.1146
O -1.1741 -4.1378 6.8078
N -3.5003 -2.8515 3.5830
O 2.9055 1.6068 -2.3835
C -1.8709 1.7507 0.0988
C -2.2688 -4.5704 6.4418
C 1.8151 2.4667 -4.2025
C 1.8377 2.2327 -2.8610
C -1.7043 1.0497 1.4402
C -2.6038 0.1187 1.7733
C -3.4618 -1.8032 2.8089
C -2.6401 -2.9403 4.5550
C -1.7014 -1.9678 4.7959
C 5.7263 0.6316 -4.6618
C 5.0522 1.0512 -5.8241
C 4.9795 0.8148 -3.4860
C 3.7649 1.6570 -5.8231
C -1.5836 -0.9649 3.8675
C 3.6783 1.3837 -3.5195
C 3.0891 1.8333 -4.6377
C -2.4788 -0.8567 2.8430
N -3.0255 -4.0668 5.3757
N -0.8869 1.7766 -0.8711
C -2.6629 -5.9126 7.0591
C 0.8157 3.0162 -5.1562
C -0.7983 2.5577 -2.1380
C 0.5261 1.8174 -0.6375
C 0.7450 2.7246 -1.9461
H -0.7003 1.0510 1.7813
H -3.4816 0.0481 1.1324
H -4.2935 -1.7695 2.2374
H -0.9525 -2.0511 5.6029
H 6.6456 0.1537 -4.7330
H 5.5362 0.8610 -6.7359
H 5.4948 0.4547 -2.6226
H 3.1536 1.9615 -6.6280
H -0.8405 -0.1497 4.0490
H -3.9582 -4.4210 5.1376
H -3.6050 -6.3712 6.6913
H -2.7733 -5.8598 8.1454
H -1.7635 -6.5100 6.6543
H 1.2260 3.9193 -5.6193
H -0.1609 3.2584 -4.6389
H 0.6487 2.1678 -5.9221
H -1.1466 2.0287 -3.0654
H -1.2750 3.5917 -2.2916
H 0.9817 0.8809 -0.8776
H 0.8346 2.2541 0.2276
H 0.8858 3.7843 -1.7118

No. 8
50
Properties=species:S:1:pos:R:3 method="wB97M-V/def2-TZVPD" homo_energy_ev=-8.76 orbital_gap_ev=8.74 energy_ha=-1639.1075 smiles="C=CCNC(=O)c1c(CSc2ccccc2)noc1C(=O)NCc1ccccc1"
C -1.4612 1.6485 2.5240
C -2.1233 2.4645 1.7268
C -2.1670 2.3821 0.2285
N -1.3310 1.3455 -0.3222
C -1.8560 0.2349 -0.8560
O -3.0527 0.0557 -1.0174
C -0.8721 -0.8032 -1.2699
C 0.4080 -1.0953 -0.8477
O 0.8127 -2.2444 -1.4314
N -0.1611 -2.7085 -2.2395
C -1.1719 -1.8854 -2.1648
C -2.3785 -2.0437 -2.9965
H -3.2327 -1.5475 -2.5393
H -2.5780 -3.0911 -3.2093
S -2.0707 -1.2763 -4.6437
C -1.7391 0.3924 -4.0899
C -2.7895 1.2589 -3.8395
C -2.5213 2.5351 -3.3780
C -1.2129 2.9391 -3.1699
C -0.1661 2.0703 -3.4283
C -0.4273 0.7934 -3.8933
H 0.3785 0.1066 -4.1082
H 0.8542 2.3845 -3.2654
H -1.0060 3.9363 -2.8097
H -3.3373 3.2133 -3.1779
H -3.8046 0.9296 -3.9972
C 1.3785 -0.4273 0.0490
O 1.2594 0.7384 0.4003
N 2.4089 -1.2070 0.4060
H 2.4160 -2.1737 0.1176
C 3.4342 -0.7617 1.3312
C 3.1498 -1.2713 2.7222
C 3.8206 -2.3740 3.2315
C 3.5199 -2.8519 4.4956
C 2.5400 -2.2363 5.2549
C 1.8628 -1.1387 4.7494
C 2.1664 -0.6575 3.4889
H 1.6443 0.2009 3.0924
H 1.0984 -0.6556 5.3395
H 2.3048 -2.6106 6.2401
H 4.0506 -3.7073 4.8867
H 4.5863 -2.8571 2.6409
H 4.4037 -1.1183 0.9757
H 3.4161 0.3310 1.3176
H -0.3361 1.3848 -0.1094
H -1.8637 3.3479 -0.1931
H -3.1936 2.1745 -0.0939
H -2.7071 3.2795 2.1337
H -1.4789 1.7675 3.5936
H -0.8747 0.8284 2.1455

No. 9
50
Properties=species:S:1:pos:R:3 method="wB97M-V/def2-TZVPD" homo_energy_ev=-7.57 orbital_gap_ev=7.99 energy_ha=-1275.0137 smiles=CC#CN1CC(c2nc(C#Cc3cc(OC)cc(OC)c3)c3c(N)nccn23)C1
C -0.3171 0.2457 0.4467
C 0.4109 0.4736 1.4043
C -0.1706 -3.0941 -5.0836
C 0.9793 -2.9559 -5.4574
N -3.4677 2.9209 -1.2477
N -1.3328 -1.1373 -1.3614
O 4.3869 -0.0092 4.3779
O 0.7135 2.8777 5.4917
C -2.5224 2.2741 -0.6372
C -2.2495 -0.9328 -2.2771
C -4.1273 2.3326 -2.3376
C -1.2345 0.0192 -0.6214
C -3.7823 1.0675 -2.8013
C -2.1464 0.9205 -1.0213
C 2.4047 0.1423 2.8971
C 0.6596 1.6283 3.5085
C 2.5611 1.4245 4.9343
C 1.1844 0.7670 2.5745
C 3.1357 0.4966 4.0477
C 1.3187 1.9771 4.6837
N -1.9320 2.9572 0.3756
N -2.8087 0.3426 -2.0702
N -1.4687 -3.0875 -4.6821
C 2.3876 -2.8932 -5.8351
C 4.6976 -1.3342 3.9156
C 1.2818 3.0714 6.7868
C -1.8836 -3.3685 -3.2951
C -2.2199 -1.8220 -4.7182
C -2.6836 -2.0033 -3.2624
H -4.9319 2.8446 -2.8484
H -4.2897 0.6493 -3.6494
H 2.8039 -0.5376 2.1834
H -0.3008 2.0881 3.2569
H 3.1789 1.7284 5.8119
H -1.0404 2.6391 0.7002
H -2.0337 3.9833 0.2824
H 2.4482 -2.8341 -6.9372
H 2.8744 -1.9978 -5.4457
H 2.9330 -3.7726 -5.4703
H 5.6514 -1.6596 4.3183
H 4.7504 -1.3934 2.8149
H 3.9135 -1.9880 4.2300
H 2.3297 3.5044 6.7699
H 1.2809 2.1216 7.3052
H 0.6120 3.7679 7.3066
H -2.5482 -4.2158 -3.1331
H -1.0331 -3.4342 -2.6350
H -1.5683 -0.9186 -4.8529
H -3.0047 -1.8010 -5.5293
H -3.8000 -2.0752 -3.2137